# 1
{"formula": "C5H16N2O", "method": "ωB97M-V/def2-TZVPD", "e_homo_ev": -8.95, "charge": 0, "lumo_energy_ev": 0.8, "relative_energy_kcal_mol": 29.1, "smiles": "C[C@@H](N)CCCN.O", "species": ["C", "C", "N", "C", "C", "C", "N", "H", "H", "H", "H", "H", "H", "H", "H", "H", "H", "H", "H", "H", "H", "O", "H", "H"], "positions_angstrom": [[1.290, -0.049, -2.583], [0.279, -0.467, -1.489], [0.344, -1.894, -1.073], [0.421, 0.370, -0.212], [-0.089, 1.812, -0.554], [-1.467, 1.879, 0.181], [-1.234, 1.891, 1.658], [1.121, -0.638, -3.509], [2.329, 0.021, -2.235], [0.918, 0.908, -2.977], [-0.783, -0.383, -1.811], [-0.056, -2.416, -1.853], [1.346, -2.093, -0.950], [1.481, 0.328, 0.025], [-0.068, -0.103, 0.614], [0.510, 2.656, -0.210], [-0.439, 1.898, -1.583], [-2.227, 1.121, 0.052], [-2.010, 2.767, -0.185], [-0.359, 2.312, 1.922], [-1.285, 0.933, 1.957], [0.310, -2.795, 3.527], [0.275, -3.711, 3.223], [0.545, -2.387, 2.673]], "lowdin_charge": [-0.066, -0.475, 0.010, -0.190, -0.167, -0.278, -0.016, 0.079, 0.083, 0.064, 0.141, 0.065, 0.073, 0.105, 0.077, 0.107, 0.091, 0.105, 0.097, 0.056, 0.044, -0.071, 0.033, 0.030]}


# 2
{"formula": "C18H9Cl4NO2ReSe", "method": "ωB97M-V/def2-TZVPD", "spin_multiplicity": 2, "e_homo_ev": [-0.22, -0.72], "charge": -2, "lumo_energy_ev": [4.5, 4.5], "relative_energy_kcal_mol": 34.4, "s_squared": 0.854, "species": ["Re", "Cl", "C", "C", "Cl", "C", "Cl", "C", "O", "C", "O", "C", "Cl", "Se", "C", "C", "C", "N", "C", "C", "H", "H", "H", "H", "C", "C", "C", "C", "C", "C", "C", "H", "H", "H", "H", "H"], "positions_angstrom": [[-0.319, 0.415, -0.024], [-0.359, 2.283, -6.626], [0.039, 2.216, -4.931], [1.225, 2.751, -4.471], [2.354, 3.483, -5.577], [1.525, 2.683, -3.099], [2.993, 3.384, -2.478], [0.667, 2.070, -2.192], [0.897, 1.953, -0.921], [-0.567, 1.534, -2.662], [-1.369, 1.009, -1.776], [-0.848, 1.613, -4.021], [-2.347, 0.921, -4.577], [-0.882, 2.322, 1.536], [-1.857, 1.940, 3.131], [-3.249, 2.029, 3.172], [-3.912, 1.886, 4.380], [-3.309, 1.659, 5.550], [-1.979, 1.553, 5.501], [-1.224, 1.678, 4.346], [-3.801, 2.214, 2.260], [-4.996, 1.961, 4.417], [-1.490, 1.361, 6.453], [-0.147, 1.577, 4.382], [0.098, -1.264, -0.355], [0.524, -2.581, -0.781], [-0.151, -3.754, -0.422], [0.269, -4.996, -0.878], [1.385, -5.107, -1.699], [2.070, -3.952, -2.066], [1.649, -2.712, -1.615], [-1.024, -3.669, 0.215], [-0.279, -5.887, -0.592], [1.712, -6.077, -2.055], [2.936, -4.021, -2.717], [2.165, -1.805, -1.906]], "mulliken_spin": [0.982, 0.000, 0.010, -0.008, 0.000, 0.035, -0.001, -0.007, -0.024, 0.006, -0.002, -0.010, 0.000, 0.043, -0.016, 0.013, 0.004, -0.002, 0.004, 0.011, -0.004, 0.000, 0.000, -0.007, 0.060, -0.091, -0.004, 0.004, -0.006, -0.001, 0.010, 0.009, -0.001, -0.001, -0.001, -0.006]}


# 3
{"formula": "C2H9NOS", "method": "ωB97M-V/def2-TZVPD", "spin_multiplicity": 2, "e_homo_ev": [-14.32, -14.06], "charge": 1, "lumo_energy_ev": [-10.1, -10.0], "relative_energy_kcal_mol": 103.1, "s_squared": 0.813, "species": ["C", "C", "S", "N", "H", "H", "H", "H", "H", "H", "H", "H", "H", "O"], "positions_angstrom": [[0.700, -0.362, 0.275], [-0.001, 0.724, 1.042], [2.830, 1.907, 1.299], [-0.159, -1.368, -0.403], [1.197, 0.175, -0.554], [1.553, -0.751, 0.875], [-0.699, 1.359, 0.463], [-0.386, 0.422, 1.981], [0.887, 1.359, 1.339], [0.527, -1.855, -0.979], [-0.402, -2.146, 0.321], [-1.792, -0.552, -1.664], [-2.332, 0.684, -2.418], [-1.924, 0.405, -1.578]], "mulliken_spin": [-0.003, -0.015, 0.936, 0.078, 0.006, 0.016, -0.013, -0.001, -0.010, 0.002, 0.002, -0.001, 0.000, 0.002]}


# 4
{"formula": "C32H23N5S2V", "method": "ωB97M-V/def2-TZVPD", "spin_multiplicity": 3, "e_homo_ev": [-10.05, -10.36], "charge": 1, "lumo_energy_ev": [-3.2, -3.4], "relative_energy_kcal_mol": 24.6, "s_squared": 2.027, "species": ["V", "C", "C", "C", "C", "N", "C", "C", "C", "C", "C", "C", "C", "H", "H", "H", "H", "H", "H", "H", "H", "S", "C", "C", "C", "C", "C", "C", "C", "C", "C", "N", "H", "H", "H", "H", "H", "H", "N", "C", "C", "C", "C", "C", "C", "S", "N", "C", "C", "C", "C", "C", "C", "N", "H", "H", "H", "H", "H", "H", "H", "H", "H"], "positions_angstrom": [[0.538, -0.028, -0.130], [2.200, 3.847, -0.074], [1.802, 4.267, -1.338], [1.100, 3.394, -2.147], [0.829, 2.094, -1.707], [1.163, 1.739, -0.448], [1.831, 2.579, 0.331], [0.361, 1.017, -2.590], [0.145, 1.200, -3.959], [-0.136, 0.113, -4.766], [-0.199, -1.166, -4.231], [0.003, -1.353, -2.872], [0.269, -0.278, -2.043], [2.795, 4.477, 0.567], [2.067, 5.249, -1.696], [0.809, 3.705, -3.136], [2.102, 2.202, 1.312], [0.205, 2.181, -4.405], [-0.296, 0.263, -5.821], [-0.398, -2.010, -4.875], [-0.039, -2.355, -2.456], [2.774, -3.184, 2.115], [1.134, -3.260, 2.613], [0.332, -2.394, 1.932], [1.024, -1.607, 0.975], [2.361, -1.948, 0.963], [3.249, -1.307, 0.042], [4.617, -1.579, -0.083], [5.365, -0.856, -0.987], [4.720, 0.098, -1.767], [3.355, 0.264, -1.629], [2.623, -0.398, -0.736], [0.849, -3.953, 3.382], [-0.733, -2.347, 2.116], [5.059, -2.347, 0.531], [6.424, -1.027, -1.097], [5.264, 0.692, -2.483], [2.836, 0.953, -2.283], [-2.914, 0.252, 2.250], [-2.349, -0.233, 3.433], [-3.111, -0.941, 4.350], [-2.507, -1.446, 5.489], [-1.154, -1.252, 5.711], [-0.383, -0.554, 4.793], [-0.990, -0.041, 3.662], [-0.135, 0.908, 2.423], [-0.937, 0.362, 1.013], [-2.231, 0.219, 1.061], [-3.010, 0.102, -0.169], [-4.380, -0.191, -0.175], [-5.064, -0.141, -1.375], [-4.365, 0.164, -2.531], [-2.997, 0.388, -2.435], [-2.339, 0.373, -1.294], [-3.921, 0.195, 2.207], [-4.165, -1.093, 4.168], [-3.100, -2.006, 6.195], [-0.699, -1.635, 6.610], [0.666, -0.380, 4.971], [-4.912, -0.465, 0.723], [-6.124, -0.341, -1.407], [-4.870, 0.216, -3.479], [-2.410, 0.604, -3.317]], "mulliken_spin": [1.968, -0.003, 0.022, -0.013, 0.158, -0.044, 0.058, -0.181, -0.022, 0.029, -0.016, 0.031, 0.007, 0.001, 0.001, 0.001, -0.007, -0.001, 0.002, -0.001, 0.003, 0.007, -0.011, 0.035, 0.045, -0.064, -0.008, 0.001, 0.008, -0.001, 0.019, -0.128, 0.000, 0.002, 0.001, 0.000, 0.000, 0.001, 0.037, -0.008, 0.004, -0.002, 0.004, -0.002, 0.008, -0.003, -0.023, 0.039, 0.025, 0.014, -0.006, 0.016, 0.000, 0.006, -0.006, 0.000, 0.000, 0.000, 0.000, 0.001, 0.000, 0.001, -0.004]}